# 1
# C32H44CuN4P2Si

A molecular structure, C32H44CuN4P2Si (ωB97M-V with the def2-TZVPD basis set, the OMol25 dataset).

**DFT total energy**: -110948.749 eV
**Frontier orbital gap (alpha / beta)**: 5.158 / 8.272 eV
**F_max**: 3.24 eV/A

Geometry as ORCA input:
```
! wB97M-V def2-TZVPD RIJCOSX def2/J DEFGRID3
* xyz 0 2
Cu 0.65 0.28 -0.55
C -0.60 -0.91 -1.97
C -0.84 0.45 -1.95
C -2.24 1.02 -1.73
C -2.66 1.34 -0.28
C -2.32 0.37 0.81
C -2.23 -0.96 0.67
C -2.66 -1.71 -0.54
C -1.59 -1.98 -1.64
C 0.98 0.22 2.07
H 0.30 -1.30 -2.46
H -0.17 1.11 -2.53
H -3.01 0.40 -2.20
H -2.26 1.98 -2.27
H -2.18 2.30 0.00
H -3.74 1.54 -0.30
H -2.13 0.83 1.79
H -1.81 -1.58 1.48
H -3.53 -1.22 -1.00
H -2.99 -2.70 -0.20
H -1.02 -2.88 -1.36
H -2.16 -2.27 -2.54
H 1.59 0.12 2.99
H 0.00 -0.22 2.28
H 0.86 1.29 1.88
P -7.36 4.43 -0.06
P -6.09 4.78 -2.88
N -8.19 3.14 0.77
N -8.11 5.74 0.93
N -6.42 3.32 -3.83
N -5.74 5.80 -4.27
C -8.54 4.55 -1.50
C -7.87 5.28 -2.67
C -7.53 1.94 1.08
C -8.46 1.04 1.56
C -9.74 1.69 1.55
C -9.55 2.97 1.04
C -7.32 6.56 1.74
C -8.12 7.55 2.29
C -9.45 7.34 1.81
C -9.42 6.23 0.98
C -5.61 2.19 -3.66
C -6.14 1.15 -4.40
C -7.33 1.63 -5.03
C -7.48 2.96 -4.65
C -6.33 5.87 -5.53
C -5.87 7.00 -6.18
C -4.98 7.68 -5.28
C -4.93 6.94 -4.11
H -9.43 5.10 -1.19
H -8.84 3.53 -1.79
H -8.45 5.12 -3.59
H -7.82 6.37 -2.48
H -6.47 1.88 0.92
H -8.26 0.03 1.88
H -10.69 1.26 1.86
H -10.26 3.76 0.87
H -6.27 6.36 1.83
H -7.79 8.33 2.96
H -10.33 7.93 2.04
H -10.22 5.78 0.41
H -4.74 2.26 -3.02
H -5.73 0.16 -4.47
H -8.00 1.08 -5.67
H -8.26 3.67 -4.91
H -7.03 5.11 -5.87
H -6.13 7.32 -7.18
H -4.45 8.60 -5.46
H -4.42 7.10 -3.17
C 4.94 -2.77 -0.64
Si 4.19 -2.24 1.00
C 3.95 -3.81 2.02
C 5.48 -1.14 1.84
C 2.66 -1.26 0.83
C 1.68 -0.44 0.95
H 5.90 -3.28 -0.50
H 5.12 -1.90 -1.28
H 4.27 -3.45 -1.17
H 4.92 -4.29 2.21
H 3.49 -3.60 2.99
H 3.32 -4.54 1.50
H 5.70 -0.27 1.21
H 5.12 -0.76 2.81
H 6.41 -1.69 2.01
*
```

---

# 2
# H6N3PS

A molecular structure, H6N3PS (ωB97M-V with the def2-TZVPD basis set, the OMol25 dataset).

**DFT total energy**: -24691.622 eV
**Frontier orbital gap**: 8.940 eV
**F_max**: 4.70 eV/A
**Energy relative to the best compared isomer or geometry (same formula, charge and spin)**: 205.4 kJ/mol

Geometry as ORCA input:
```
! wB97M-V def2-TZVPD RIJCOSX def2/J DEFGRID3
* xyz 0 1
N 0.56 1.57 0.14
N -0.49 -1.41 1.02
N -0.37 -0.75 -1.40
P -0.94 -0.16 -0.03
S -2.77 0.47 0.01
H 0.49 1.85 -0.82
H 0.15 2.35 0.62
H 0.34 -1.96 0.69
H -0.80 -1.76 1.94
H -0.63 0.02 -2.07
H -0.74 -1.66 -1.76
*
```

---

# 3
# C16H8BrCl2NO9W

A molecular structure, C16H8BrCl2NO9W (ωB97M-V with the def2-TZVPD basis set, the OMol25 dataset).

**DFT total energy**: -133537.676 eV
**Frontier orbital gap**: 4.993 eV
**F_max**: 0.69 eV/A

Geometry as ORCA input:
```
! wB97M-V def2-TZVPD RIJCOSX def2/J DEFGRID3
* xyz 2 1
W 0.29 1.31 -1.28
O 0.27 1.70 5.24
C 0.13 1.71 3.93
C -1.00 2.21 3.25
C -0.98 2.14 1.87
N 0.01 1.65 1.11
C 1.05 1.15 1.79
C 1.15 1.15 3.16
C 2.13 0.57 0.90
O 2.96 -0.18 1.26
O 1.95 1.02 -0.36
C -2.16 2.56 1.18
O -3.08 2.86 0.64
O -0.25 3.11 -1.07
H -0.46 2.10 5.73
H -1.85 2.62 3.78
H 2.03 0.72 3.64
Cl -2.07 4.96 -1.39
C -1.10 3.65 -2.04
Cl 1.37 2.00 -3.11
C -1.98 2.46 -2.52
O -2.87 2.48 -3.28
O -1.49 1.28 -1.94
H -0.52 4.03 -2.89
Br 0.85 -7.20 -1.19
C 0.65 -5.35 -1.22
C 0.12 -4.70 -0.10
C -0.02 -3.33 -0.13
C 0.36 -2.61 -1.27
C 0.89 -3.28 -2.39
C 1.04 -4.65 -2.36
C 0.22 -1.20 -1.31
O 0.55 -0.46 -2.31
O -0.23 -0.46 -0.33
H -0.17 -5.27 0.76
H -0.43 -2.81 0.73
H 1.18 -2.72 -3.27
H 1.44 -5.18 -3.21
*
```

---

# 4
# C5H9NO3

A molecular structure, C5H9NO3 (ωB97M-V with the def2-TZVPD basis set, the OMol25 dataset).

**DFT total energy**: -12960.852 eV
**Frontier orbital gap**: 10.629 eV
**F_max**: 6.53 eV/A
**Energy relative to the best compared isomer or geometry (same formula, charge and spin)**: 371.9 kJ/mol

Geometry as ORCA input:
```
! wB97M-V def2-TZVPD RIJCOSX def2/J DEFGRID3
* xyz 0 1
C -0.26 1.21 2.01
C 0.61 0.84 0.82
C 0.12 1.34 -0.49
C 0.48 0.27 -1.62
C -0.17 -1.15 -1.40
H -2.03 0.49 2.67
H -1.47 -0.61 1.62
H -0.47 2.21 2.10
H 0.25 1.07 3.09
H 0.73 2.41 -0.64
H -1.18 1.63 -0.51
H 1.55 0.33 -1.86
H -0.11 0.29 -2.54
H 0.71 -1.32 0.26
N -1.51 0.56 1.73
O 1.67 0.27 0.91
O 0.04 -1.73 -0.15
O -0.73 -1.72 -2.30
*
```

---

# 5
# C10H11NO4

C10H11NO4 in the gas phase (ωB97M-V with the def2-TZVPD basis set, the OMol25 dataset).

**DFT total energy**: -20222.828 eV
**Frontier orbital gap**: 9.444 eV
**F_max**: 5.07 eV/A
**Energy relative to the best compared isomer or geometry (same formula, charge and spin)**: 622.7 kJ/mol
**Structure (SMILES)**: CCC(=O)N(O)OC(=O)c1ccccc1

Geometry as ORCA input:
```
! wB97M-V def2-TZVPD RIJCOSX def2/J DEFGRID3
* xyz 0 1
C 3.03 0.71 -3.81
C 1.80 0.41 -3.00
C 1.84 1.08 -1.74
O 2.35 2.01 -1.29
N 0.75 0.39 -0.61
O 0.00 1.49 -0.18
O -0.25 -0.75 -0.95
C -1.44 -1.14 -0.21
O -2.14 -1.89 -0.79
C -1.53 -0.82 1.20
C -2.76 -0.41 1.75
C -2.89 -0.26 3.10
C -1.77 -0.39 3.89
C -0.53 -0.57 3.37
C -0.41 -0.89 1.98
H 2.79 0.97 -4.87
H 3.89 0.07 -4.00
H 3.51 1.61 -3.23
H 1.71 -0.68 -2.88
H 0.92 0.66 -3.68
H -0.17 1.32 0.76
H -3.65 -0.34 1.08
H -3.89 -0.43 3.61
H -1.94 -0.18 4.99
H 0.37 -0.61 3.89
H 0.42 -1.34 1.66
*
```

---

# 6
# C7H13N2O3P

C7H13N2O3P in the gas phase (ωB97M-V with the def2-TZVPD basis set, the OMol25 dataset).

**DFT total energy**: -25882.001 eV
**Frontier orbital gap**: 9.312 eV
**F_max**: 6.03 eV/A
**Energy relative to the best compared isomer or geometry (same formula, charge and spin)**: 59.0 kJ/mol
**Structure (SMILES)**: CO[P@]1(=O)N(C)C(=O)C=C(C)N1C

Geometry as ORCA input:
```
! wB97M-V def2-TZVPD RIJCOSX def2/J DEFGRID3
* xyz 0 1
C 1.02 -0.89 2.71
O 0.15 -0.29 1.73
P 0.84 0.53 0.51
O 2.29 0.70 0.72
N -0.25 1.76 0.27
C 0.13 3.15 0.75
C -1.53 1.54 -0.07
O -2.36 2.42 -0.18
C -1.88 0.12 -0.45
C -0.98 -0.72 -1.00
C -1.29 -1.90 -1.86
N 0.44 -0.47 -0.81
C 1.37 -1.23 -1.63
H 0.88 -0.48 3.69
H 2.07 -1.08 2.24
H 0.58 -2.00 2.69
H -0.25 3.16 1.77
H 1.18 3.28 0.94
H -0.32 3.76 -0.07
H -2.90 -0.22 -0.59
H -2.33 -2.10 -1.66
H -0.80 -2.89 -1.69
H -1.04 -1.73 -2.87
H 2.32 -0.96 -1.09
H 1.27 -2.39 -1.43
H 1.41 -1.06 -2.64
*
```

---

# 7
# C11H22AlN2O5P

A molecular structure, C11H22AlN2O5P (ωB97M-V with the def2-TZVPD basis set, the OMol25 dataset).

**DFT total energy**: -40845.153 eV
**Frontier orbital gap**: 3.493 eV
**F_max**: 2.97 eV/A

Geometry as ORCA input:
```
! wB97M-V def2-TZVPD RIJCOSX def2/J DEFGRID3
* xyz 2 1
C -0.42 1.54 3.04
C 0.90 1.25 2.26
P 1.26 -0.53 1.97
C 3.07 -0.61 1.97
C 0.75 -1.19 0.30
O 1.89 -1.47 -0.43
C 0.14 -2.49 0.77
O 0.44 -2.75 1.97
O -0.57 -3.14 0.07
N -0.21 -0.51 -0.45
C 0.31 0.60 -1.28
C 0.25 0.28 -2.81
C 1.66 0.29 -3.43
N 1.56 0.94 -4.75
C -1.41 -0.24 0.29
C -2.63 -0.98 -0.36
O -3.73 -0.10 -0.44
C -4.83 -0.47 0.29
O -5.81 0.21 0.26
H -1.00 2.22 2.43
H -0.21 2.05 4.00
H -1.03 0.67 3.18
H 0.96 1.85 1.36
H 1.70 1.60 2.90
H 3.42 -1.60 1.73
H 3.48 -0.21 2.89
H 3.39 0.05 1.17
H 1.57 -1.88 -1.25
H 1.31 0.85 -0.97
H -0.27 1.50 -1.13
H -0.35 1.03 -3.29
H -0.18 -0.70 -2.93
H 1.93 -0.74 -3.64
H 2.41 0.77 -2.80
H 1.25 1.89 -4.58
H 2.49 0.96 -5.16
H -1.70 0.81 0.30
H -1.36 -0.60 1.33
H -2.86 -1.91 0.14
H -2.35 -1.24 -1.37
H -4.82 -1.38 0.90
Al -0.39 3.40 5.57
*
```

---

# 8
# C3H6BrOP

2 unconnected molecules or ions with the total composition C3H6BrOP (ωB97M-V with the def2-TZVPD basis set, the OMol25 dataset).

**DFT total energy**: -84584.458 eV
**Frontier orbital gap**: 8.355 eV
**F_max**: 4.37 eV/A
**Energy relative to the best compared isomer or geometry (same formula, charge and spin)**: 183.3 kJ/mol

Geometry as ORCA input:
```
! wB97M-V def2-TZVPD RIJCOSX def2/J DEFGRID3
* xyz 0 1
C -0.63 -1.13 0.73
C -0.37 0.34 0.76
C 0.21 0.77 -0.55
O 2.16 0.23 -2.29
P 1.98 0.16 -0.84
Br 0.11 2.72 -0.79
H -0.89 -1.37 -0.28
H 0.23 -1.69 1.21
H -1.52 -1.40 1.28
H -1.21 0.92 0.86
H 0.37 0.64 1.57
H -0.44 -0.18 -1.66
*
```

---

# 9
# C11H8CrNO10

A molecular structure, C11H8CrNO10 (ωB97M-V with the def2-TZVPD basis set, the OMol25 dataset).

**DFT total energy**: -61925.271 eV
**Frontier orbital gap (alpha / beta)**: 8.952 / 8.593 eV
**F_max**: 0.68 eV/A

Geometry as ORCA input:
```
! wB97M-V def2-TZVPD RIJCOSX def2/J DEFGRID3
* xyz 0 2
Cr 0.04 0.15 0.15
O 5.17 -2.34 -1.62
C 4.04 -1.75 -1.18
C 3.79 -1.55 0.18
C 2.60 -0.96 0.52
N 1.72 -0.64 -0.41
C 2.01 -0.67 -1.70
C 3.16 -1.25 -2.15
C 1.02 0.21 -2.45
O 0.94 0.25 -3.65
O 0.30 0.92 -1.59
C 2.19 -0.32 1.85
O 2.83 -0.49 2.85
O 1.16 0.49 1.68
H 5.71 -2.63 -0.88
H 4.51 -1.80 0.95
H 3.41 -1.27 -3.20
O -3.32 2.33 -0.71
C -2.45 1.37 -0.51
O -1.61 1.41 0.38
C -2.58 0.22 -1.47
O -1.60 -0.75 -1.17
C -2.04 -2.03 -0.68
C -1.42 -2.30 0.67
O -1.70 -3.33 1.23
O -0.63 -1.36 1.12
H -3.16 3.04 -0.07
H -2.43 0.60 -2.48
H -3.59 -0.19 -1.39
H -1.71 -2.79 -1.38
H -3.12 -2.07 -0.59
*
```

---

# 10
# C32H39CrN5S

A molecular structure, C32H39CrN5S (ωB97M-V with the def2-TZVPD basis set, the OMol25 dataset).

**DFT total energy**: -80520.851 eV
**Frontier orbital gap (alpha / beta)**: 2.448 / 3.503 eV
**F_max**: 3.45 eV/A

Geometry as ORCA input:
```
! wB97M-V def2-TZVPD RIJCOSX def2/J DEFGRID3
* xyz -1 4
Cr 0.43 0.37 0.07
N 0.55 2.45 0.01
N -1.11 1.62 -2.38
C -0.48 -1.60 0.75
C -1.44 -0.55 0.87
C -0.91 0.46 1.74
C -1.65 1.65 2.23
H -2.61 1.73 1.71
H -1.10 2.59 2.06
H -1.84 1.55 3.31
C 0.38 -0.01 2.20
C 1.09 0.58 3.37
H 0.39 0.75 4.22
H 1.50 1.58 3.15
H 1.94 -0.02 3.73
C 0.63 -1.29 1.58
C 1.64 -2.30 2.00
H 2.43 -1.90 2.65
H 2.14 -2.76 1.14
H 1.16 -3.13 2.55
C -2.81 -0.50 0.30
H -3.54 -0.21 1.06
H -3.13 -1.47 -0.11
H -2.88 0.24 -0.51
C -0.67 -2.87 0.02
H 0.13 -3.02 -0.72
H -1.61 -2.88 -0.53
H -0.67 -3.76 0.68
C 1.35 3.15 0.87
H 1.47 2.79 1.90
C 2.06 4.28 0.48
H 2.88 4.64 1.11
C 1.72 4.90 -0.73
H 2.30 5.77 -1.08
C 0.62 4.42 -1.43
H 0.26 4.88 -2.36
C -0.04 3.23 -0.97
C -1.22 2.76 -1.61
H -2.22 2.97 -1.24
C -0.48 0.41 -1.96
C -1.62 1.48 -3.66
H -2.11 2.27 -4.17
C -1.34 0.24 -4.06
H -1.58 -0.27 -4.98
N -0.75 -0.44 -3.00
C -0.69 -1.89 -3.08
C -1.88 -2.58 -3.41
C -1.83 -3.95 -3.70
H -2.76 -4.48 -3.93
C -0.63 -4.66 -3.72
C -0.63 -6.13 -4.01
H -0.21 -6.73 -3.20
H -0.04 -6.36 -4.91
H -1.65 -6.49 -4.18
C 0.55 -3.95 -3.47
H 1.51 -4.49 -3.54
C 0.54 -2.58 -3.18
C 1.86 -1.89 -3.11
H 2.12 -1.35 -4.04
H 2.66 -2.63 -2.95
H 1.90 -1.16 -2.28
C -3.21 -1.91 -3.47
H -3.29 -1.17 -4.28
H -3.47 -1.43 -2.51
H -3.96 -2.68 -3.67
C 4.39 1.26 1.73
N 4.55 -0.03 1.08
C 5.48 -0.98 1.47
C 5.41 -2.00 0.57
N 4.43 -1.66 -0.35
C 3.86 -0.46 -0.01
S 2.68 0.44 -0.81
H 3.48 1.72 1.37
H 4.33 1.11 2.81
H 5.23 1.93 1.50
H 6.09 -0.84 2.35
H 5.95 -2.93 0.51
H 4.13 -2.20 -1.16
*
```

---

# 11
# C3H8NO

2 unconnected molecules or ions with the total composition C3H8NO (ωB97M-V with the def2-TZVPD basis set, the OMol25 dataset).

**DFT total energy**: -6768.673 eV
**Frontier orbital gap**: 7.737 eV
**F_max**: 6.14 eV/A
**Energy relative to the best compared isomer or geometry (same formula, charge and spin)**: 240.9 kJ/mol

Geometry as ORCA input:
```
! wB97M-V def2-TZVPD RIJCOSX def2/J DEFGRID3
* xyz 1 1
C 2.66 0.18 -0.03
N 1.68 -0.60 -0.23
H 3.74 -0.13 -0.07
H 2.26 1.04 0.65
H 0.66 -0.40 -0.29
H 1.88 -1.49 -0.79
C -2.38 -0.42 0.68
C -1.58 0.51 0.15
O -0.84 0.44 -1.00
H -3.12 -0.19 1.59
H -2.46 -1.49 0.31
H -1.61 1.43 0.63
H -0.88 1.11 -1.59
*
```

---

# 12
# C11H11IS2

2 unconnected molecules or ions with the total composition C11H11IS2 (ωB97M-V with the def2-TZVPD basis set, the OMol25 dataset).

**DFT total energy**: -41350.804 eV
**Frontier orbital gap (alpha / beta)**: 5.933 / 5.928 eV
**F_max**: 6.15 eV/A
**Energy relative to the best compared isomer or geometry (same formula, charge and spin)**: 198.0 kJ/mol

Geometry as ORCA input:
```
! wB97M-V def2-TZVPD RIJCOSX def2/J DEFGRID3
* xyz 0 1
C -0.38 -1.73 0.92
C 0.86 -1.84 0.45
C -0.10 0.38 -1.87
C 0.67 -0.68 -1.74
C -1.17 0.61 0.23
C -1.30 -0.67 0.86
C -0.04 2.77 -0.51
C 1.30 0.78 0.06
C -0.01 1.21 -0.55
C 1.29 -0.70 -0.44
C -2.67 -0.82 1.46
S -1.29 3.72 -0.14
S 4.12 -1.44 -1.13
I 4.85 0.27 0.28
H -0.73 -2.47 1.58
H 1.54 -2.70 0.58
H -0.79 0.52 -2.68
H 0.76 -1.51 -2.38
H -2.07 1.26 0.22
H 0.71 3.34 -0.96
H 2.11 1.40 -0.23
H 1.27 0.80 1.19
H -3.29 -1.02 0.68
H -2.96 0.05 1.93
H -2.69 -1.52 2.21
*
```